# 1
A molecular structure, C21H32N5O8PPtS. Source: OMol25; level of theory: the ωB97M-V functional and the def2-TZVPD basis.

Structure (XYZ):
```
69
C21H32N5O8PPtS the ωB97M-V functional and the def2-TZVPD basis
Pt -0.05592 -0.20522 -0.13413
N -2.18924 0.42205 -0.46644
C -2.49966 1.60338 0.34339
C -1.31731 2.55769 0.36857
O -1.48736 3.73476 0.61241
N -0.10423 1.94473 0.13101
C 0.96898 2.72227 -0.19933
C 1.37700 2.29641 -1.94125
O 1.53144 3.32667 -2.53522
O 1.40222 1.08730 -2.06335
H -2.16891 0.65240 -1.45596
H -2.84565 -0.33944 -0.34457
H -2.70245 1.27645 1.36381
H -3.37144 2.15753 -0.00062
H 1.93386 2.39330 0.19002
H 0.80290 3.79328 -0.16792
C -0.14478 0.84744 5.10769
N 1.19701 1.02157 4.60235
C 2.02150 -0.13613 4.98054
N 1.45161 -1.42446 4.55434
C 0.10641 -1.56034 5.05278
N -0.70634 -0.41856 4.59142
C -1.02059 -0.41746 3.25860
P 0.88836 -0.19757 2.07751
C 1.22684 1.28940 3.16539
C 1.53719 -1.61117 3.10987
H -0.78346 1.67199 4.79638
H -0.12590 0.78832 6.19468
H 2.11614 -0.14555 6.06625
H 3.01070 -0.02913 4.53868
H 0.10905 -1.55364 6.14149
H -0.34529 -2.48394 4.69539
H -1.56529 0.46468 2.93202
H -1.39887 -1.36185 2.87267
H 0.51986 2.08325 2.91914
H 2.21918 1.64705 2.89885
H 2.58587 -1.70051 2.83414
H 1.02483 -2.52831 2.81723
C 2.08558 -6.71413 -5.04998
C 1.71722 -5.57933 -4.12849
C 1.14576 -5.82738 -2.88488
C 0.79402 -4.79263 -2.02960
C 0.19192 -5.08702 -0.67748
C 1.01938 -3.47894 -2.44434
C 1.58678 -3.19278 -3.68051
C 1.86744 -1.77169 -4.11305
C 1.93002 -4.25960 -4.50561
C 0.64676 -2.37675 -1.51062
O 1.39574 -2.09037 -0.54856
O -0.43790 -1.73886 -1.70052
H 1.94218 -7.67826 -4.56285
H 3.12877 -6.64797 -5.36377
H 1.47344 -6.70400 -5.95392
H 0.96841 -6.85212 -2.57357
H -0.09960 -6.13434 -0.60431
H -0.69308 -4.47387 -0.49210
H 0.90630 -4.86969 0.11903
H 2.93768 -1.55906 -4.05816
H 1.35661 -1.02953 -3.49620
H 1.56244 -1.61446 -5.14890
H 2.37723 -4.04768 -5.47286
C 4.60529 -0.38356 -0.11578
S 3.97526 0.21886 1.39646
O 4.42588 -0.61361 2.48547
O 4.22704 1.63226 1.48710
O 2.48009 -0.02112 1.13988
H 5.68768 -0.26423 -0.08427
H 4.16060 0.20636 -0.91671
H 4.31280 -1.42674 -0.21562
```

Its total energy is -69494.5743 eV. The value obtained for the largest force on an atom is 0.8 eV Å⁻¹. As for the spin multiplicity: 5. As for the highest occupied orbital energy (alpha / beta): -7.604 / -8.488 eV. The energy above the lowest of the compared OMol25 structures with the same formula, charge and spin is 107.66 kJ/mol. The molecular weight is 740.63 g/mol. The calculation puts the LUMO energy (alpha / beta) at -0.16 / -2.21 eV.

# 2
2 unconnected molecules or ions with the total composition C2H7N3O2. Source: OMol25; level of theory: the ωB97M-V functional and the def2-TZVPD basis.

Structure (XYZ):
```
14
C2H7N3O2 the ωB97M-V functional and the def2-TZVPD basis
C -0.86998 0.35049 0.72593
C -1.73056 1.14498 1.83253
N 1.08618 -1.97590 -1.46301
N 1.69249 0.17635 -1.40893
N 1.90431 -1.02440 -1.71707
O -0.04886 1.27849 0.23884
O -0.92320 -0.74541 0.30734
H -2.71773 0.79347 1.76266
H -1.45464 0.83081 2.77889
H -1.62018 2.26446 1.71944
H 1.35946 -2.92683 -1.78497
H 0.23757 -1.86436 -0.85420
H 0.55667 0.98069 -0.43202
H 2.52848 0.71715 -1.70544
```

Its total energy is -10751.3853 eV. The value obtained for the largest force on an atom is 5.2 eV Å⁻¹. As for the spin multiplicity: 1. As for the highest occupied orbital energy: -9.330 eV. The energy above the lowest of the compared OMol25 structures with the same formula, charge and spin is 259.60 kJ/mol. As for the structure (SMILES): [H]/N=N/N.CC(=O)O. The molecular weight is 105.10 g/mol. The calculation puts the LUMO energy at 1.02 eV.

# 3
A molecular structure, C21H40BCdClFNO9P2. Source: OMol25; level of theory: the ωB97M-V functional and the def2-TZVPD basis.

Structure (XYZ):
```
77
C21H40BCdClFNO9P2 the ωB97M-V functional and the def2-TZVPD basis
C 0.35126 5.52898 1.40615
C -0.36099 4.32407 1.13094
C -1.08205 2.88118 0.98309
C -0.13851 1.61796 0.42244
C 1.06910 1.40540 1.58157
C 0.77386 1.95506 3.06803
O -0.13313 1.56047 3.95985
Cl 1.91513 3.33028 3.69729
N 0.68784 2.00878 -0.76096
C 0.09474 2.86577 -1.80898
C 0.85036 4.34910 -2.01416
C 0.61420 4.75828 -3.61863
O -0.87239 0.46180 0.51507
C -1.52136 -0.42472 -0.31960
B -1.37468 -0.36631 -1.97965
O -2.51161 -0.57481 -2.94310
O -0.06009 -0.20670 -2.69944
C -3.11289 -0.32430 -0.01117
C -4.06486 -1.61878 -0.15177
C -3.58630 0.50732 1.35297
C -3.06368 -0.04248 2.77577
C -0.78214 -1.92890 -0.04879
O 0.57328 -1.48484 -0.01320
C 1.74149 -2.23417 -0.13330
C 2.08317 -3.42980 0.94258
F 2.18847 -2.65685 -1.51929
O 2.79556 -1.18822 0.15915
C 4.12288 -1.70711 0.27446
C 5.17068 -0.51907 -0.27021
C 4.58896 1.00210 -0.07604
P -0.92719 -3.11993 -1.56742
C -0.16157 -4.86266 -1.12834
O -2.53971 -3.58859 -1.97248
P -1.23018 -2.66575 1.62070
O -0.18003 -2.34060 2.92616
O -2.08002 -4.13996 1.63420
H 0.93323 6.52737 1.63046
H -1.95690 3.01574 0.17959
H -1.68128 2.57903 1.97304
H 1.31596 0.24679 1.73268
H 2.10367 1.87113 1.21864
H 1.35537 1.27813 -1.08946
H 0.30801 2.34489 -2.86451
H -1.05964 3.04076 -1.79233
H 0.34061 5.20763 -1.40746
H 1.98164 4.32077 -1.71938
H -0.23036 4.09184 -4.07729
H 0.18810 5.87403 -3.63900
H 1.61427 4.75398 -4.22672
H -2.22581 -1.29602 -3.57741
H -0.20135 -0.37821 -3.69656
H -3.52644 0.44381 -0.84113
H -5.13118 -1.52597 0.35703
H -4.31439 -1.72668 -1.31666
H -3.64926 -2.65381 0.17244
H -3.52499 1.69080 1.19819
H -4.77299 0.34305 1.37455
H -3.37746 -1.18150 2.89217
H -1.90549 -0.01617 2.92287
H -3.67090 0.52486 3.63284
H 2.35985 -2.97155 2.00997
H 2.92600 -4.18558 0.55954
H 1.16666 -4.15250 1.18177
H 4.42312 -2.65761 -0.32584
H 4.38709 -1.79463 1.43586
H 6.24252 -0.61835 0.19788
H 5.25301 -0.70405 -1.43432
H 4.56617 1.37202 1.05278
H 3.56118 1.21027 -0.61601
H 5.37310 1.72488 -0.61226
H -0.53917 -5.57672 -2.00755
H 1.00385 -4.87811 -1.18273
H -0.59178 -5.31439 -0.14326
H -2.71046 -4.55169 -1.75445
H 0.57843 -1.71488 2.65000
H -1.41836 -4.87843 1.87454
Cd -5.33118 1.18311 2.66363
```

The charge is +2. Its total energy is -81366.9150 eV. The value obtained for the largest force on an atom is 10.5 eV Å⁻¹. As for the spin multiplicity: 1. As for the highest occupied orbital energy: -13.264 eV. The energy above the lowest of the compared OMol25 structures with the same formula, charge and spin is 505.05 kJ/mol. The molecular weight is 690.17 g/mol. The calculation puts the LUMO energy at -10.36 eV.

# 4
A molecular structure, C3H8O. Source: OMol25; level of theory: the ωB97M-V functional and the def2-TZVPD basis.

Structure (XYZ):
```
12
C3H8O the ωB97M-V functional and the def2-TZVPD basis
C -1.10014 -0.56454 0.55555
C -0.10663 0.33942 -0.12105
C 1.33813 -0.09349 -0.09957
O -0.30779 1.70142 0.11066
H -2.12200 -0.22455 0.35914
H -0.97262 -1.59222 0.20016
H -0.93176 -0.52867 1.63757
H -0.43559 0.19958 -1.41680
H 1.42847 -1.11652 -0.47886
H 1.95542 0.58062 -0.70360
H 1.70053 -0.05448 0.93379
H -0.44602 1.35342 -0.97699
```

Its total energy is -5285.3272 eV. The value obtained for the largest force on an atom is 4.3 eV Å⁻¹. As for the spin multiplicity: 1. As for the highest occupied orbital energy: -10.023 eV. The energy above the lowest of the compared OMol25 structures with the same formula, charge and spin is 272.41 kJ/mol. The molecular weight is 60.10 g/mol. The calculation puts the LUMO energy at 0.87 eV.

# 5
A single C5H3NO molecule. Source: OMol25; level of theory: the ωB97M-V functional and the def2-TZVPD basis.

Structure (XYZ):
```
10
C5H3NO the ωB97M-V functional and the def2-TZVPD basis
C 0.91482 1.23274 0.33767
C -0.08819 0.13542 0.51025
C -1.08257 -0.29188 -0.46059
C -1.70638 -0.84317 -1.49978
C 0.57367 -1.10943 0.50005
H 1.62865 1.40377 1.28298
H -0.39230 0.56582 1.61091
H -2.18736 -0.88366 -2.36633
N 1.14524 -2.13404 0.71799
O 1.19442 1.92442 -0.63315
```

Its total energy is -8765.5581 eV. The value obtained for the largest force on an atom is 13.6 eV Å⁻¹. As for the spin multiplicity: 1. As for the highest occupied orbital energy: -10.377 eV. The energy above the lowest of the compared OMol25 structures with the same formula, charge and spin is 429.20 kJ/mol. As for the structure (SMILES): C#C[C@@H](C#N)C=O. The molecular weight is 93.08 g/mol. The calculation puts the LUMO energy at -0.11 eV.

# 6
A molecular structure, C31H47AlAsN5OS2. Source: OMol25; level of theory: the ωB97M-V functional and the def2-TZVPD basis.

Structure (XYZ):
```
88
C31H47AlAsN5OS2 the ωB97M-V functional and the def2-TZVPD basis
Al -0.02707 -0.25956 -0.35496
N 2.48549 -1.48982 -3.24584
C 2.80624 -0.17190 -3.53240
C 3.59366 0.40471 -4.52109
C 3.73650 1.77595 -4.47111
C 3.14135 2.54330 -3.45833
C 2.34837 1.97076 -2.48637
C 2.16177 0.59200 -2.54861
N 1.44841 -0.27060 -1.72284
C 1.69455 -1.49827 -2.16555
C 1.19751 -2.63314 -1.42099
C 1.35966 -3.96851 -1.62030
S 0.61544 -4.84103 -0.35680
C 0.12870 -3.38450 0.36875
N 0.49023 -2.31097 -0.28158
H 2.78737 -2.29308 -3.77374
H 4.07627 -0.18948 -5.28516
H 4.33301 2.27514 -5.22198
H 3.31293 3.61103 -3.44282
H 1.90406 2.55295 -1.69230
H 1.86482 -4.47073 -2.42964
H -0.43449 -3.35324 1.28983
C 2.48652 2.94465 1.18556
C 2.03062 1.94735 2.24592
As 1.68347 0.16684 1.51000
C 1.51373 -0.98737 3.09977
C 2.22478 -0.48802 4.35386
C 3.41974 -0.36213 0.76411
C 4.61584 -0.34071 1.71124
H 2.67971 3.91475 1.64147
H 1.72005 3.08072 0.42327
H 3.40555 2.61338 0.69842
H 1.11942 2.28996 2.73870
H 2.79655 1.83171 3.01228
H 1.90070 -1.96282 2.79356
H 0.44932 -1.10180 3.30696
H 3.28305 -0.29881 4.18038
H 2.14912 -1.24188 5.13730
H 1.76725 0.42613 4.73042
H 3.60703 0.29520 -0.08765
H 3.27763 -1.37045 0.36381
H 4.71517 0.62217 2.21348
H 5.53442 -0.51499 1.15120
H 4.53969 -1.12067 2.46831
C -3.80976 1.20039 -4.21741
N -2.73227 0.41693 -3.63426
C -2.87750 -0.40318 -2.60140
S -1.49426 -1.29958 -2.06165
N -4.08255 -0.57996 -2.09084
C -4.44719 -1.55917 -1.08066
H -3.40274 1.84000 -4.99449
H -4.26947 1.83753 -3.45785
H -4.57067 0.55884 -4.66791
H -1.81822 0.45984 -4.04862
H -4.84982 -0.10060 -2.53928
H -3.63684 -1.66687 -0.37116
H -4.65441 -2.52783 -1.53849
H -5.32974 -1.20457 -0.55694
C -0.98837 4.07656 0.32871
C -1.75177 3.50965 -0.87519
C -0.80175 3.05305 -1.97885
C -2.74682 2.48197 -0.35272
C -4.09484 2.82343 -0.40345
C -5.05650 2.08071 0.26011
C -4.65135 1.03645 1.06978
C -3.31792 0.64169 1.14644
C -2.95799 -0.37997 2.21934
C -2.19228 -1.63125 1.78526
C -2.19645 0.34042 3.34151
C -2.38048 1.32181 0.35532
O -1.10156 0.84637 0.31424
H -0.25909 4.82772 0.01846
H -0.47115 3.27634 0.85897
H -1.68574 4.54700 1.02164
H -2.33951 4.32775 -1.29803
H -0.21278 2.19154 -1.67420
H -0.12560 3.86774 -2.24158
H -1.35686 2.78837 -2.87462
H -4.38596 3.71623 -0.94490
H -6.10170 2.35388 0.19760
H -5.38561 0.51487 1.67299
H -3.90616 -0.72842 2.63427
H -1.22049 -1.36740 1.36845
H -2.74994 -2.21664 1.05254
H -2.03221 -2.26644 2.65932
H -1.23184 0.70109 2.97290
H -2.02243 -0.32495 4.18962
H -2.76759 1.19657 3.69850
```

The charge is +2. Its total energy is -131506.6165 eV. The value obtained for the largest force on an atom is 1.0 eV Å⁻¹. As for the spin multiplicity: 1. As for the highest occupied orbital energy: -13.007 eV. The molecular weight is 671.79 g/mol. The calculation puts the LUMO energy at -5.79 eV.

# 7
A single C7H12 molecule. Source: OMol25; level of theory: the ωB97M-V functional and the def2-TZVPD basis.

Structure (XYZ):
```
19
C7H12 the ωB97M-V functional and the def2-TZVPD basis
C -0.27589 -0.06892 1.91051
C 0.73808 -0.81726 1.02622
C 0.85158 -0.30487 -0.40306
C -0.19283 0.19245 -1.09532
C -1.62827 0.11350 -0.81114
C -2.46592 1.14803 -0.84235
C 2.24271 -0.22601 -0.97292
H 0.11764 -0.02274 2.92669
H -1.22226 -0.60631 1.92763
H -0.48340 0.92346 1.51979
H 1.68645 -1.01445 1.52006
H 0.35836 -1.86032 0.97970
H 0.14502 0.81633 -1.92524
H -1.95345 -0.89659 -0.58089
H -3.51806 1.01486 -0.63193
H -2.10626 2.13347 -1.09305
H 2.21744 -0.67491 -1.96856
H 2.97569 -0.66484 -0.30671
H 2.51335 0.81512 -1.17946
```

Its total energy is -7451.9854 eV. The value obtained for the largest force on an atom is 2.0 eV Å⁻¹. As for the spin multiplicity: 1. As for the highest occupied orbital energy: -8.356 eV. The energy above the lowest of the compared OMol25 structures with the same formula, charge and spin is 139.52 kJ/mol. As for the structure (SMILES): C=C/C=C(/C)CC. The molecular weight is 96.17 g/mol. The calculation puts the LUMO energy at 1.10 eV.

# 8
A molecular structure, C29H24BrCl4F6IN2O5PSSbTl. Source: OMol25; level of theory: the ωB97M-V functional and the def2-TZVPD basis.

Structure (XYZ):
```
76
C29H24BrCl4F6IN2O5PSSbTl the ωB97M-V functional and the def2-TZVPD basis
Tl 1.02826 0.52244 0.58297
Cl 6.58974 4.90011 -0.58551
C 5.23860 4.09039 0.08351
C 4.90516 4.33425 1.40493
C 3.80622 3.71783 1.96773
I 3.25578 4.06978 3.94120
C 2.98066 2.82336 1.22304
O 1.92787 2.33471 1.69034
C 3.39495 2.52511 -0.14126
N 2.66818 1.61586 -0.80318
C 2.96334 1.33677 -2.05873
C 4.00529 1.97373 -2.73700
C 4.77757 2.88718 -2.06944
C 4.49321 3.17900 -0.72366
H 5.50528 5.01509 1.99120
H 2.36079 0.57696 -2.53803
H 4.18818 1.72620 -3.77248
H 5.60408 3.38001 -2.56211
O -0.75934 0.96875 7.10512
C -0.48281 0.92623 5.79187
C -0.45603 2.06026 4.98243
C -0.16030 1.90811 3.64605
N 0.09591 0.72927 3.07388
C 0.03477 -0.34744 3.85959
Br 0.30487 -2.02828 3.04266
C -0.23826 -0.31159 5.21169
H -0.91198 1.87333 7.39438
H -0.66710 3.04184 5.38889
H -0.13092 2.76986 2.99379
H -0.26754 -1.21175 5.80730
Cl -2.49340 0.25121 -3.14654
C -0.73902 0.25063 -3.03819
Cl -0.21588 1.75303 -2.26076
Cl -0.03664 0.23106 -4.68282
C -0.22371 -1.09940 -2.39268
O -0.94451 -2.05614 -2.54609
O 0.97269 -1.06813 -1.89815
C -9.47797 -0.02175 -2.76167
C -8.10334 0.15285 -2.18438
O -7.14717 0.56795 -2.77469
S -8.03877 -0.36370 -0.45758
C -6.29843 -0.21242 -0.13456
C -5.56916 -1.35189 0.17981
C -4.20036 -1.26070 0.36600
C -3.56226 -0.02908 0.22446
C -4.30842 1.11622 -0.06076
C -5.67703 1.02572 -0.23229
C -2.14194 0.07079 0.32632
C -0.93886 0.14777 0.34398
H -9.59110 0.62437 -3.62970
H -10.24590 0.19129 -2.01974
H -9.59062 -1.05952 -3.07948
H -6.06795 -2.30873 0.25459
H -3.61496 -2.13972 0.59944
H -3.80875 2.07089 -0.15558
H -6.25895 1.90709 -0.46049
F 2.62259 -0.57001 1.14685
Sb 3.83478 -3.07656 1.67965
F 2.83845 -4.37227 -1.99432
F 2.63494 -4.63287 2.41236
F 5.44401 -1.85652 1.21508
F 4.20451 -2.69664 3.52817
F 5.19044 -4.44620 1.53992
C 1.51974 -3.09390 -3.70682
P 2.00678 -2.96461 -1.96763
C 3.49154 -1.93946 -1.82130
C 0.87003 -3.53325 -0.68377
H 2.24626 -3.75915 -4.16801
H 1.53974 -2.11879 -4.18807
H 0.52510 -3.52030 -3.80417
H 4.31599 -2.57804 -1.51455
H 3.37933 -1.13658 -1.10174
H 3.69933 -1.53447 -2.81449
H 1.29352 -4.41033 -0.19594
H -0.06692 -3.78454 -1.17647
H 0.67782 -2.75255 0.04556
```

Its total energy is -219574.4194 eV. The value obtained for the largest force on an atom is 1.5 eV Å⁻¹. As for the spin multiplicity: 2. As for the highest occupied orbital energy (alpha / beta): -7.541 / -7.537 eV. The energy above the lowest of the compared OMol25 structures with the same formula, charge and spin is 180.65 kJ/mol. The molecular weight is 1332.31 g/mol. The calculation puts the LUMO energy (alpha / beta) at -2.03 / -4.10 eV.